[1]
# C5H14N3Pt

A molecular structure, C5H14N3Pt at a distorted geometry (ωB97M-V/def2-TZVPD, the OMol25 dataset).

CARTESIAN COORDINATES (ANGSTROEM)
C (-0.532247, 1.114326, -1.635830)
Pt (0.000000, 0.000000, 0.000000)
N (-2.088197, 0.289756, 0.826863)
H (1.434526, -0.095785, -0.598858)
H (-0.090074, -1.205374, -0.932390)
H (0.127376, 0.946284, -2.499329)
H (-0.435053, 2.167628, -1.301351)
H (-1.576719, 0.911303, -1.933247)
H (-2.163047, 0.791236, 1.723590)
H (-2.583005, -0.602636, 0.962212)
H (-2.659804, 0.824927, 0.157744)
C (1.630279, -3.457875, 4.008244)
N (1.067224, -2.272763, 3.374020)
C (0.605829, -1.172121, 3.999891)
C (0.179903, -0.278522, 3.038404)
N (0.375971, -0.840141, 1.830798)
C (0.916717, -2.050223, 2.053971)
H (2.523148, -3.171912, 4.603937)
H (0.875260, -3.918367, 4.678721)
H (1.935759, -4.202014, 3.242188)
H (0.590352, -1.026124, 5.072741)
H (-0.231175, 0.706903, 3.206408)
H (1.203526, -2.742836, 1.273248)

Cartesian forces, eV/Å:
0.440 0.452 0.009
-0.357 2.286 0.180
-0.982 0.131 0.108
-0.172 0.256 0.340
-0.456 -2.095 -1.117
-0.330 0.181 0.132
-0.166 -0.287 -0.506
0.284 0.064 0.014
0.199 -0.331 -0.510
0.404 0.359 -0.038
0.449 -0.266 0.278
0.179 -0.433 0.270
0.355 -0.194 -0.651
-0.742 1.457 0.797
0.264 -0.568 1.497
1.200 -1.908 0.151
-0.350 0.631 -0.389
-0.494 -0.176 -0.324
0.370 0.204 -0.330
-0.260 0.561 0.399
0.127 -0.329 -0.268
0.129 -0.141 -0.262
-0.092 0.145 0.222

Calculated values
- HOMO (alpha / beta): 0.708 / -5.809 eV
- LUMO (alpha / beta): 0.0970 / 0.0985 hartree
- Gap between HOMO and LUMO (alpha / beta): 1.9 / 8.5 eV
- <S²>: 2.00
- Spin multiplicity: 3
- Charge: -1
- ΔE to the lowest compared entry with this formula, charge and spin: 52.8 kJ/mol
- Max |F|: 2.42 eV/A

***

[2]
# C5H14N4O

A molecular structure, C5H14N4O at a distorted geometry (ωB97M-V/def2-TZVPD, the OMol25 dataset).

CARTESIAN COORDINATES (ANGSTROEM)
C (-2.405316, 0.727072, -0.880028)
N (-1.097659, 0.119822, -0.666650)
C (0.109920, 0.913254, -0.944868)
O (-1.016531, -1.115975, -1.353631)
N (0.648332, 0.635981, -2.106278)
H (-0.326874, -0.896753, -2.038912)
H (1.329412, 1.316256, -2.416913)
H (-0.020241, 1.935609, -0.571296)
H (-2.658888, 0.731373, -1.942710)
H (-2.421834, 1.745859, -0.487762)
H (-3.142033, 0.139802, -0.330243)
C (-0.362908, -1.691980, 1.593411)
C (1.167834, 0.143696, 0.606968)
N (1.904886, 1.302517, 1.042493)
N (2.079006, -0.834307, 0.104109)
C (0.016472, -0.289363, 1.293006)
H (2.552968, -0.436223, -0.700437)
H (1.575219, -1.642192, -0.239608)
H (1.309675, 2.030014, 1.416667)
H (2.623276, 1.053244, 1.713163)
H (-0.492447, 0.476325, 1.869122)
H (0.487663, -2.288786, 1.947667)
H (-1.142969, -1.804011, 2.351377)
H (-0.716961, -2.271233, 0.741353)

Cartesian forces, eV/Å:
0.322 -0.125 -0.585
-0.747 -0.315 0.634
-1.308 0.005 -1.990
0.369 0.398 -0.207
-0.081 0.144 1.228
-0.380 -0.175 0.049
0.049 0.126 0.097
0.471 -0.223 0.298
-0.193 0.127 -0.061
0.159 -0.055 0.007
0.020 0.009 -0.095
-0.244 -0.909 -0.200
-0.024 -1.173 2.068
-0.064 0.450 -0.614
-0.206 0.157 -0.037
1.778 0.663 -0.114
0.086 0.003 -0.033
-0.054 -0.063 0.006
0.065 -0.092 0.062
-0.174 -0.073 0.023
-0.006 0.045 -0.100
0.190 0.387 0.029
0.061 0.435 -0.078
-0.088 0.254 -0.388

Calculated values
- HOMO (alpha / beta): -6.916 / -6.916 eV
- LUMO (alpha / beta): 0.0061 / 0.0062 hartree
- Gap between HOMO and LUMO (alpha / beta): 7.1 / 7.1 eV
- ΔE to the lowest compared entry with this formula, charge and spin: 516.8 kJ/mol
- Max |F|: 2.38 eV/A

***

[3]
# C5H14NO

2 unconnected molecules or ions with the total composition C5H14NO at a distorted geometry (ωB97M-V/def2-TZVPD, the OMol25 dataset).

CARTESIAN COORDINATES (ANGSTROEM)
C (-1.563914, 1.077855, 2.428778)
C (-1.489843, -0.413911, 2.081921)
N (-1.892571, -0.750459, 0.708904)
H (-2.435093, 1.592822, 2.033612)
H (-1.492744, 1.275214, 3.504324)
H (-0.704467, 1.550063, 1.944512)
H (-0.481230, -0.795688, 2.219669)
H (-2.124836, -0.943453, 2.801227)
H (-1.287217, -0.203913, 0.089461)
H (-2.832008, -0.391538, 0.575040)
C (1.637690, 0.784234, -0.835389)
O (0.520063, 0.552738, -0.092598)
C (1.514989, 0.139441, -2.226365)
C (1.453464, -1.383775, -2.181327)
H (2.514096, 0.325663, -0.334278)
H (1.894105, 1.847019, -0.919099)
H (2.326122, 0.452844, -2.894130)
H (0.625102, 0.524363, -2.728398)
H (1.228704, -1.808950, -3.152441)
H (0.669506, -1.667340, -1.466868)
H (2.372053, -1.781408, -1.747240)

Cartesian forces, eV/Å:
1.016 0.127 -0.224
-0.721 0.079 0.252
0.108 0.474 0.177
-0.368 -0.248 0.020
-0.039 -0.123 -0.133
-0.051 0.218 0.133
0.147 0.091 0.133
0.015 -0.246 -0.283
-0.391 -0.424 0.151
-0.063 -0.104 -0.130
0.054 -0.576 -1.297
0.640 0.388 0.338
0.172 0.005 -0.621
-0.336 0.402 1.055
-0.269 0.010 0.317
-0.163 0.176 0.292
0.185 0.091 0.329
-0.190 0.065 0.221
0.138 -0.159 -0.062
-0.044 -0.097 -0.311
0.158 -0.148 -0.356

Calculated values
- HOMO (alpha / beta): -8.918 / -8.912 eV
- LUMO (alpha / beta): 0.0364 / -0.0688 hartree
- Gap between HOMO and LUMO (alpha / beta): 9.9 / 7.0 eV
- <S²>: 0.75
- Spin multiplicity: 2
- ΔE to the lowest compared entry with this formula, charge and spin: 89.7 kJ/mol
- Max |F|: 1.42 eV/A